# 1
The following is a quantum chemistry calculation of a molecular structure, C33H35BeF5N4P2 in a non-equilibrium geometry, from the OMol25 dataset.

The value obtained for the HOMO energy (alpha / beta) is -4.279 / -4.106 eV. For the electronic energy, the calculation gives -73306.49264 eV. The total charge is 0. Its LUMO energy (alpha / beta) is -1.477 / -1.487 eV.

Geometry as XYZ:
```
80
Properties=species:S:1:pos:R:3:forces:R:3:mulliken_charge:R:1
H -6.3758 -2.8838 0.9122 -0.3 -0.1 -0.1 0.460
C -0.9307 2.6850 -4.4745 0.7 0.5 -1.0 -0.966
C -0.3167 -0.3495 -3.7437 0.4 -0.4 -0.3 -1.180
H -5.0122 -3.9720 3.0087 -0.2 -0.2 0.3 0.486
C 0.9993 1.3285 -2.4896 -0.4 -0.4 0.9 0.062
H 6.0128 1.1618 -1.8265 -0.1 -0.1 0.1 0.449
P -1.7691 -0.9378 0.9857 -2.1 2.7 -2.9 0.540
H 4.6487 -1.0446 -0.9897 -0.2 0.3 0.0 0.454
H -0.7006 -2.8551 0.1075 0.0 0.3 0.0 0.547
C -1.2596 -0.7998 2.6485 0.7 -0.3 1.3 0.163
H -4.0676 0.1210 -0.6653 0.1 0.5 0.2 -0.010
F 0.4394 -2.5045 2.4537 -0.9 0.9 0.9 -0.451
H 0.8413 3.1641 -1.4671 0.0 0.0 -0.5 1.078
H 0.3795 2.8047 0.6537 -0.1 -0.4 0.0 0.789
H 4.1179 -0.3063 2.7707 0.0 0.0 0.0 0.494
C 5.1205 1.1374 -1.2158 -0.9 -0.7 0.6 -0.689
H 1.4450 -2.4586 -0.4460 -0.3 0.4 0.0 0.950
H 1.6102 0.9363 -1.6689 -0.5 0.4 -0.1 0.186
H -1.5296 3.6046 -0.9032 -0.5 0.0 0.5 0.899
P 1.9623 -0.5929 0.9691 3.1 1.4 -0.7 0.090
C 4.9450 -2.4048 2.6758 -1.0 0.9 -0.7 -0.715
C -3.2892 0.8449 -0.5001 -2.4 1.6 -1.3 -0.601
H -3.9921 2.6717 -1.5239 0.4 -0.7 -0.2 0.414
H 0.4629 1.0146 0.4514 -0.4 1.0 0.4 -0.168
C -4.4705 -1.8926 0.5001 -0.8 -0.6 0.7 -0.247
C 4.1345 -1.3131 2.3876 -0.4 -1.7 -0.3 -0.639
H -1.0431 -1.6249 -1.1156 0.0 0.1 0.4 0.276
C -1.8170 2.5512 -0.8337 0.5 -0.4 0.2 0.917
C -1.8129 1.7182 -3.7328 -1.4 1.9 -0.8 -0.405
F -2.5547 0.7907 5.6834 0.6 -0.7 -0.6 -0.286
F -0.6525 -0.8684 6.7647 -0.1 0.2 -1.4 -0.273
C 0.1252 3.4152 -3.5728 0.3 0.9 -2.0 -1.580
C 1.0128 0.4477 -3.6938 -0.2 -1.1 -1.2 -1.387
C -4.6537 -3.2630 2.2976 1.6 1.0 -0.6 -0.732
H -2.0826 2.4582 1.2574 -0.1 -0.5 0.2 0.120
H 1.0923 -0.9233 -1.2218 -0.2 -0.1 0.4 -1.190
H 2.9076 -3.5248 0.2769 0.2 0.0 0.2 0.467
H -0.2758 4.4080 -3.3021 0.1 -0.5 0.2 0.330
F -3.0928 0.6743 3.0114 1.3 -0.6 0.8 -0.355
C -0.2962 -1.6416 3.2305 0.6 -0.2 -0.5 -0.045
H -1.5813 3.4455 -4.9428 0.3 -0.2 0.2 0.406
C 4.4502 2.2576 -0.6469 -0.5 -0.1 0.3 -0.584
C -1.8014 0.0146 4.8778 -0.3 0.3 0.7 0.374
N 3.1815 -1.7165 1.4233 0.9 -0.8 0.6 0.805
H -0.1898 -1.2510 -3.1135 -0.1 0.2 -0.1 0.169
C -1.5151 1.8761 0.4989 0.0 1.4 0.5 0.071
Be -0.9197 1.9051 -2.2654 -1.7 -2.2 3.2 -0.604
C -3.3587 -2.7512 2.2677 -1.6 -0.2 -0.2 -0.431
H 0.0004 1.8127 2.0570 0.2 -0.4 -0.4 0.437
C -0.0812 1.8513 0.9565 0.3 -0.2 -0.2 -2.008
C -0.5880 -1.7785 -0.1178 0.3 -0.9 0.1 -0.964
N -3.2574 -1.8456 1.1938 1.1 -0.4 -0.2 0.579
H -2.1676 -0.0995 -2.5925 -0.1 0.5 -0.8 0.632
C -3.1885 2.0991 -1.0493 0.0 -1.2 0.7 -2.050
C 0.9659 -1.4791 -0.2761 -0.3 -0.6 -0.9 0.389
N 3.3131 0.3805 -0.0483 -1.2 0.5 0.5 0.766
H -0.5564 -0.7523 -4.7531 0.3 0.2 0.1 0.397
C -0.0482 -1.6396 4.5954 0.4 -0.4 0.4 0.344
C 0.5512 2.6323 -2.3805 1.7 1.7 -0.3 0.254
C -5.3603 -2.7017 1.1905 1.7 0.5 -0.3 -0.797
H 5.7477 -2.3956 3.3921 0.1 -0.1 0.0 0.464
H -2.8649 1.9973 -3.7142 0.1 -0.1 0.1 0.581
C 4.5250 -3.4835 1.8327 -0.2 0.3 -0.3 -0.641
F 0.9016 -2.4443 5.1183 -0.9 0.7 -0.4 -0.303
H 4.7375 3.3070 -0.7166 -0.1 -0.4 0.0 0.426
H 1.8437 -0.2727 -3.5966 -0.1 0.3 -0.1 0.539
H 1.1687 0.9675 -4.6545 0.0 0.0 0.5 0.398
H -2.5131 -2.9440 2.8980 -0.1 -0.1 0.2 0.410
C 3.4815 -3.0295 1.0495 0.1 0.3 0.8 -0.544
H -0.4149 2.2192 -5.3259 0.1 0.1 -0.1 0.279
C 4.4126 0.0030 -0.8224 0.0 0.1 0.0 -0.656
C -2.0286 -0.0098 3.5141 -1.0 0.4 -0.7 -0.061
H 2.6331 2.3017 0.6737 0.3 -0.2 -0.4 0.317
C -0.8169 -0.8150 5.4280 0.0 -0.2 0.5 0.507
C 3.3597 1.7746 0.0509 0.1 -0.2 0.1 -0.464
H 4.9667 -4.4773 1.8003 -0.2 0.3 -0.1 0.448
C -1.4487 0.4912 -3.1912 1.1 -2.2 1.2 -0.039
H 1.0337 3.6047 -4.1749 0.0 0.4 -0.4 0.380
N -2.2108 0.5710 0.3417 1.9 -2.7 1.8 0.993
H -4.6248 -1.4025 -0.4374 0.0 0.0 0.1 0.533
```
Forces are in eV/Å.


# 2
The following is a quantum chemistry calculation of 2 unconnected molecules or ions with the total composition C33H35BrClF12N3O4S3 in a non-equilibrium geometry, from the OMol25 dataset.

The value obtained for the HOMO energy is -7.368 eV. For the electronic energy, the calculation gives -195125.56436 eV. The total charge is 0. Its LUMO energy is -1.710 eV.

Geometry as XYZ:
```
92
Properties=species:S:1:pos:R:3:forces:R:3:mulliken_charge:R:1
F -3.5928 -5.6053 2.4429 -0.1 -0.2 0.5 -0.245
C -1.0053 4.9250 -6.2850 0.0 0.0 0.0 0.575
H -1.5269 2.6342 2.7651 0.0 0.0 0.1 0.681
C -1.4164 -3.7987 2.9364 0.0 -1.1 -0.1 0.950
H -3.3292 1.0677 5.3476 0.1 0.2 0.1 0.405
C 1.9895 -2.9426 -1.1093 0.3 0.1 -0.2 -0.921
H -1.0623 -2.0003 5.2470 0.2 -0.2 -0.5 0.491
N -1.1405 -0.5881 3.6227 -0.2 0.0 0.3 0.955
C 2.4023 -0.2380 -5.9338 0.2 0.4 0.4 -0.850
H 2.0107 -0.9959 -6.5942 0.0 -0.1 -0.1 0.385
C -1.5159 -1.0504 5.0163 -0.6 0.1 1.0 -0.088
N -5.2953 -0.6427 1.9653 -1.6 0.3 -0.1 -0.621
H 2.9771 -1.6820 -4.4898 0.1 -0.1 0.2 0.342
F 0.6546 -3.4081 1.9975 0.1 0.1 -0.1 -0.174
H 1.2175 -0.9995 1.3227 0.1 -0.2 -0.2 0.837
C -1.7670 2.7749 -0.5973 0.0 0.4 0.0 -1.549
H -0.7032 2.6304 -0.7433 0.1 -0.2 0.0 0.144
F -0.8597 4.3985 -5.0502 0.0 0.0 0.0 -0.228
H -3.6233 0.2556 6.9175 0.3 0.3 0.1 0.436
H 1.2289 3.0987 0.1659 -0.2 0.1 -0.1 0.236
C -3.0119 -1.1153 5.3408 -0.1 0.6 0.5 -0.048
F -1.1391 -5.1658 1.0345 0.3 -0.2 0.0 -0.296
C -2.0988 3.2723 0.8021 -0.2 -0.2 -0.3 0.325
F -4.2270 -3.6942 1.6326 -0.3 0.3 0.3 -0.175
C 2.9518 -0.6259 -4.7092 -0.2 0.1 -0.2 -0.462
H -3.1595 2.2597 2.3514 -0.2 -0.2 -0.1 0.438
H -0.6495 0.2995 3.8063 0.1 0.0 -0.1 0.455
S 0.3109 4.3389 -7.4350 0.2 0.0 -0.2 1.181
C 2.1280 1.4820 1.3063 0.3 0.4 -0.1 -0.407
C 2.9098 -3.9687 -1.3074 0.0 0.2 0.0 -0.712
H -4.7526 0.0773 5.6120 -0.1 0.1 0.0 0.446
C -0.2059 0.5958 1.3253 -0.2 0.0 0.5 -0.444
C 0.7988 1.4890 2.0645 0.5 -0.2 0.0 -1.136
H 2.6686 -4.9856 -1.0384 -0.1 -0.1 0.1 0.427
F -2.2310 4.5832 -6.7143 0.0 0.0 0.0 -0.251
F -1.8488 -3.1496 0.6670 0.1 0.2 -0.1 -0.193
H -0.0887 0.7881 0.2639 0.1 0.1 -0.2 0.804
H 2.9707 1.6469 1.9689 0.0 0.1 0.2 0.340
F -3.5899 -5.2672 0.3218 -0.1 -0.1 -0.1 -0.250
H -0.3588 -1.4655 0.7442 -0.1 -0.1 0.1 0.303
H 2.9518 3.2496 0.2930 0.3 -0.1 -0.2 0.580
C -4.2083 -0.9598 2.0731 1.3 -0.2 0.0 0.824
H -2.0525 3.5482 -1.3033 0.0 0.1 -0.1 0.628
H 2.3036 0.5119 0.8475 0.1 -0.2 0.1 0.124
O -0.0172 5.0035 -8.6723 -0.1 0.0 0.1 -0.655
H 1.5561 -0.8605 -1.3450 -0.1 0.2 -0.1 0.704
O -2.9521 -1.2355 2.2230 0.6 0.1 0.2 -0.315
H -3.5953 -1.5254 4.5259 0.2 -0.1 -0.2 -0.016
H 2.7879 3.1006 -5.6981 -0.1 0.1 0.0 0.497
C 2.1533 2.5264 0.1739 -0.1 -0.4 0.2 -0.919
C -1.9034 -4.1927 1.5130 -0.6 0.0 0.1 0.412
C 3.4191 0.3355 -3.8105 -0.3 -0.1 -0.5 0.850
S 4.9328 1.3576 -0.4847 0.0 -0.2 0.1 -0.224
C -2.2347 -0.1098 2.7566 -0.5 0.7 -1.0 -1.953
Br -0.5977 0.1577 6.2518 0.1 -0.1 -0.2 -0.044
H -2.3179 1.8797 -0.8744 -0.1 -0.1 0.1 0.280
C 4.4481 -2.3794 -2.2432 -0.1 -0.1 0.1 0.067
C -2.1458 2.2445 1.9559 0.6 0.4 0.2 -2.014
H 1.0191 1.1439 3.0856 -0.3 -0.1 0.1 0.544
C -3.3828 -4.7051 1.5078 0.5 -0.1 -0.9 0.574
N 3.9396 -0.0282 -2.5049 -1.3 0.3 -0.4 0.406
H 1.8510 1.3753 -7.2242 -0.1 0.3 0.0 0.487
H -2.9264 0.4961 3.3293 0.0 -0.3 0.6 1.005
C -0.1165 -2.9492 2.9996 0.1 0.1 0.2 -0.144
S 2.1598 1.7397 -1.4358 -0.3 0.2 -0.6 -0.059
H 5.4025 -2.1626 -2.6972 0.1 0.2 0.0 0.475
C 3.7390 0.9709 -1.5201 0.7 0.1 0.8 -0.097
C -0.0853 -1.4043 2.9274 0.6 0.2 -0.8 -0.313
C 3.5294 -1.3471 -2.0523 0.8 -0.3 0.0 -1.393
H 4.8572 -4.4802 -2.0494 0.1 -0.1 0.0 0.414
F -2.4406 -3.2744 3.6335 0.1 0.3 0.2 -0.294
H 1.0122 -3.1446 -0.6939 -0.1 -0.1 0.0 0.585
C -1.7084 0.8122 1.6451 0.0 -0.2 -0.3 -0.281
C 2.2918 -1.6347 -1.4833 0.2 -0.3 0.0 0.607
C 2.3156 1.1045 -6.2923 0.3 -0.6 0.3 -0.506
C 3.3762 1.6762 -4.1992 0.1 -0.1 -0.1 -0.275
H 3.7559 2.4385 -3.5346 0.1 0.1 -0.1 0.512
Cl -0.9997 4.6374 1.2010 0.1 0.0 0.1 -0.180
H -3.0887 -1.8325 6.1522 0.0 -0.3 0.0 0.662
C 2.8310 2.0579 -5.4193 0.0 -0.2 -0.1 -0.683
H -3.0749 3.7357 0.7428 -0.2 0.1 0.1 0.654
H 0.4797 2.5223 2.1590 -0.2 0.1 0.0 0.663
O 0.1179 2.9033 -7.4189 -0.1 0.0 0.0 -0.677
F 0.5216 -3.2977 4.1452 -0.2 0.1 0.3 -0.373
C -3.6948 0.1735 5.8414 -0.2 -0.6 -0.4 -1.628
C 4.1487 -3.6865 -1.8760 -0.5 0.4 0.0 -0.613
C 0.1568 -0.8859 1.5046 -0.4 0.3 -0.4 -1.214
F -0.9890 6.2599 -6.1466 0.0 0.0 0.0 -0.248
F -1.1226 -4.9686 3.5336 0.1 0.0 0.1 -0.313
H -2.2561 0.4999 0.7581 -0.1 -0.2 -0.1 0.917
O 1.5249 4.7934 -6.7849 0.0 0.0 0.1 -0.695
H 0.8308 -1.1459 3.4509 0.0 -0.2 0.5 0.553
```
Forces are in eV/Å.


# 3
The following is a quantum chemistry calculation of a molecular structure, C33H35BrFILuN6O9 in a non-equilibrium geometry, from the OMol25 dataset.

The value obtained for the HOMO energy is -9.780 eV. For the electronic energy, the calculation gives -176638.60282 eV. The total charge is +1. Its LUMO energy is -3.117 eV.

Geometry as XYZ:
```
87
Properties=species:S:1:pos:R:3:forces:R:3:mulliken_charge:R:1
H -0.1830 9.1205 2.1228 0.1 0.0 0.0 0.301
I 8.4844 -4.6203 -3.3591 0.2 0.0 -0.1 0.103
C -0.2260 4.4879 0.6259 0.1 0.1 -0.1 -1.555
H -4.2580 3.4017 1.9809 0.0 0.0 0.0 0.437
O 1.6535 -1.2924 -1.1072 0.1 0.4 -0.1 -0.457
H 0.8593 7.6326 3.6100 0.0 -0.1 0.0 0.375
O 2.5466 0.5273 -2.0669 0.0 0.1 -0.1 -0.791
H 0.1777 6.4683 -1.0323 0.0 0.0 0.0 0.459
H -3.8909 0.2383 1.7641 0.0 0.0 0.0 0.799
H 1.0922 8.8600 0.1591 0.0 0.0 -0.1 0.381
C -3.8598 -5.9021 -2.2383 -0.2 -0.2 0.0 1.007
H -4.7612 -4.1140 -3.0685 0.0 0.0 0.0 0.301
H 1.7219 6.6271 -0.2061 0.0 0.0 0.0 0.427
H 1.4724 -3.8595 4.0040 0.0 0.0 0.0 0.431
O 1.5337 -3.9196 -2.4570 0.5 -0.2 -0.4 -0.792
H 1.3484 -1.5801 3.1763 0.0 0.0 0.0 0.454
O -4.9503 -6.6931 -2.2756 0.1 0.1 0.0 -0.531
F 1.6719 4.2801 -0.7572 0.0 0.0 0.0 -0.349
H -2.0291 2.7502 4.0291 0.0 0.0 0.0 0.221
O -1.7979 -2.3314 -0.1845 0.2 0.2 -0.1 -0.359
H -0.9116 7.6447 1.8956 0.0 0.0 0.0 0.382
N 0.1166 5.8423 0.9603 -0.1 -0.1 0.2 0.451
C -3.0353 0.6672 1.2603 0.1 -0.1 0.0 -0.515
C 2.4602 -3.9658 -1.5847 -0.2 -0.1 -0.1 1.128
C 0.2211 2.4373 -0.5809 0.0 0.1 0.1 -0.762
C 5.4980 -4.5161 -3.7346 0.1 0.0 0.1 -0.627
C -3.0333 3.0855 3.8115 -0.1 0.0 -0.1 -0.427
H 1.6055 -1.6603 1.4193 0.0 -0.1 0.0 0.253
C 1.0244 7.4429 2.5521 -0.1 0.2 -0.1 -0.587
H -3.7641 1.0036 3.8723 -0.1 0.0 0.0 0.345
C 1.8803 -0.4951 -2.0991 0.0 -0.1 0.5 0.290
H 1.9692 7.8936 2.2543 0.0 -0.1 0.0 0.348
H 0.2511 -2.4238 -4.0046 0.0 0.0 0.0 0.319
C 0.4500 -3.2929 2.2001 0.2 -0.1 0.0 1.074
C -4.0857 2.0201 3.7011 0.1 0.1 0.0 -0.990
C 0.5508 3.7217 -0.2500 0.1 0.0 0.1 0.470
H 1.3663 -0.1593 -4.0078 -0.2 -0.1 -0.1 0.291
H 0.0117 -1.2329 2.0543 0.0 0.0 0.0 -0.011
H 4.6249 -3.8274 -0.0352 0.0 0.0 0.0 0.441
N 0.1681 -1.7088 -3.2902 0.1 0.1 0.0 -0.424
C -1.5850 -5.6270 -1.6979 -0.1 -0.2 0.3 0.165
C 0.6393 6.7162 -0.0801 0.0 0.0 -0.1 -0.494
C 0.8938 -1.8569 2.2277 0.0 0.1 0.1 -0.831
H -5.7045 -6.2026 -2.6184 -0.1 0.0 0.0 0.304
C -1.2813 0.4915 -0.3759 0.1 -0.1 0.0 0.876
O -0.0274 -3.7687 1.1865 0.2 0.1 -0.2 -0.413
C 4.1779 -4.3720 -3.3411 0.0 0.0 -0.1 -0.292
C -3.5875 2.7013 2.4670 0.0 0.0 0.1 -0.325
C -2.3339 -0.1107 0.3971 -0.1 0.2 0.2 0.267
H -3.3106 4.0483 4.2171 0.0 0.0 0.0 0.309
H 0.6005 -5.1852 3.1689 0.0 0.0 0.0 0.347
C 4.8846 -4.0235 -1.0662 0.1 0.0 0.0 -0.376
H 0.4345 5.3869 2.9684 0.0 0.0 0.0 0.408
O 2.1528 -3.8302 -0.3693 0.3 -0.1 0.1 -0.714
C -2.7048 -3.8570 -2.5630 0.0 0.0 0.0 -0.615
O -0.7058 -0.0488 -1.3151 -0.1 0.0 -0.2 -0.532
C 0.9190 5.9532 2.1747 0.2 0.0 0.0 -0.493
C 6.2086 -4.1602 -1.4489 0.0 0.0 -0.1 -0.597
O -3.8445 -1.9184 0.6081 0.0 0.1 0.1 -0.758
C 0.5863 -4.1318 3.4342 -0.1 0.0 0.0 -1.557
H -0.2850 -3.9466 4.0692 0.0 0.0 0.0 0.345
H -1.9321 4.5106 1.8975 0.0 0.0 0.0 0.595
N -2.7454 1.9595 1.5626 0.1 0.2 -0.1 0.306
H -2.6853 -2.8091 -2.8344 0.0 0.0 0.0 0.322
N -0.0417 8.1716 1.7805 0.0 -0.1 0.0 -0.156
H 3.3787 -4.4450 -4.0651 0.0 0.0 0.0 0.467
Br -0.0083 -6.3168 -0.9309 0.1 -0.1 0.0 -0.072
N -1.5583 -4.3592 -2.0834 0.1 0.0 0.0 -0.154
N 1.3258 -0.9000 -3.3235 0.2 0.1 0.1 -0.168
C -0.9083 1.8676 0.0107 0.0 0.0 0.0 1.159
H -0.6193 8.5333 -0.1985 0.0 0.0 -0.1 0.399
C -1.6627 2.5840 0.9449 -0.2 0.0 0.2 -0.096
C -1.3289 3.9158 1.2285 0.0 -0.1 -0.2 -1.007
H 7.0049 -4.0751 -0.7233 0.0 0.0 0.0 0.380
H 5.7483 -4.7089 -4.7678 0.0 0.0 0.0 0.384
H 1.9333 5.5554 2.0409 0.0 0.0 0.0 0.341
C -2.6959 -6.4489 -1.7194 0.1 0.3 -0.3 -0.659
C 3.8704 -4.1289 -2.0094 0.0 -0.1 0.1 0.014
Lu 0.2075 -2.8366 -1.0573 -1.1 0.0 0.6 2.187
H 0.8470 1.8600 -1.2555 0.0 0.0 0.0 0.387
C -3.8666 -4.5806 -2.6811 0.1 0.0 0.0 -0.587
C 6.5054 -4.4083 -2.7835 -0.2 0.0 0.1 0.018
H -2.6688 -7.4609 -1.3502 0.0 0.0 0.0 0.460
H -0.6576 -1.1342 -3.4296 0.0 -0.1 0.0 0.284
C -2.7213 -1.5694 0.2711 0.1 -0.2 -0.4 -0.507
C 0.2710 8.1608 0.3037 -0.1 0.1 0.3 -0.896
H -5.0925 2.2478 4.0159 0.0 0.0 0.0 0.266
```
Forces are in eV/Å.